(1)
94
Properties=species:S:1:pos:R:3 method="wB97M-V/def2-TZVPD" homo_lumo_gap_ev="3.56 / 7.73" lumo_energy_ev="-2.489 / -3.374" total_charge=+1 s_squared=2.018 homo_energy_ev="-6.05 / -11.11" spin_multiplicity=3
Pt -0.234 -0.062 0.670
S 0.573 -2.063 3.053
P 0.564 2.180 1.005
P -1.168 -2.085 -0.077
O 2.365 -0.498 1.822
N 1.641 -0.333 -1.817
N -1.679 0.865 -0.495
N 2.449 -0.900 4.554
N 0.451 -1.302 5.625
C -3.277 0.774 -2.286
C 1.206 -1.371 4.524
C 2.481 -1.199 -5.190
C 1.168 -0.774 1.798
C 1.081 1.000 -4.874
C -1.116 2.899 0.747
C 1.649 3.151 -0.249
C 0.114 -3.516 -0.503
C -2.177 -1.317 -1.432
C 1.380 -0.434 -4.441
C 2.435 2.724 3.019
C -0.133 -4.797 0.308
C -3.001 2.767 -0.991
C -2.792 -2.699 0.791
C -3.522 -3.675 -0.145
C 1.847 -0.284 -2.976
C 1.937 4.614 0.134
C 3.005 2.440 -0.394
C -2.545 -3.389 2.126
C 0.955 3.165 -1.614
C -0.080 -3.702 -2.005
C -2.333 0.091 -1.448
C 0.514 4.332 3.016
C -3.627 2.090 -2.043
C 0.138 2.027 3.783
C 1.608 -3.201 -0.306
C -1.953 2.171 -0.301
C 0.021 -1.189 -4.555
C -3.656 -1.463 1.077
C 0.926 2.866 2.761
H -3.686 0.144 -3.079
H -4.403 2.569 -2.634
H 1.916 -2.299 -0.840
H 3.002 -0.896 3.679
H 0.342 2.426 4.794
H 0.235 -2.780 -2.512
H 2.886 1.432 -0.795
H 0.888 -1.193 6.537
H 0.424 0.966 3.758
H -2.500 -1.763 -2.385
H 3.625 3.013 -1.099
H -4.471 -4.007 0.351
H 2.577 4.716 1.017
H -2.050 -2.720 2.840
H -4.146 -1.096 0.168
H 2.489 5.077 -0.700
H -1.667 2.837 1.700
H 2.807 1.728 2.750
H 0.597 2.172 -1.898
H 3.542 2.376 0.557
H -2.915 -4.586 -0.326
H 0.895 1.114 -5.949
H 3.411 -0.625 -5.233
H 0.974 5.055 2.331
H 2.222 -1.546 -6.198
H 0.023 -4.628 1.382
H -3.535 -3.660 2.532
H -4.436 -1.717 1.815
H -1.120 -5.241 0.141
H -3.299 3.758 -0.680
H -1.123 -3.920 -2.263
H 1.909 -3.112 0.743
H 0.029 -2.204 -4.142
H -0.943 2.106 3.607
H -0.277 -1.291 -5.625
H -3.761 -3.188 -1.110
H -0.580 4.460 2.986
H 1.849 1.726 -4.570
H -0.501 -1.637 5.597
H -0.993 3.954 0.471
H -1.954 -4.310 2.045
H 2.794 -0.353 5.336
H 3.025 3.475 2.475
H 2.635 2.888 4.090
H 0.616 -5.542 -0.004
H -0.808 -0.667 -4.036
H 1.665 3.494 -2.388
H 2.731 -2.126 -4.642
H -3.039 -0.659 1.507
H 0.121 3.875 -1.638
H 0.856 4.590 4.035
H 1.020 5.199 0.266
H 2.178 -4.043 -0.734
H 0.164 1.292 -4.335
H 0.547 -4.534 -2.365

---

(2)
98
Properties=species:S:1:pos:R:3 method="wB97M-V/def2-TZVPD" homo_lumo_gap_ev="6.52 / 6.72" lumo_energy_ev="-1.633 / -3.255" total_charge=+1 s_squared=2.009 homo_energy_ev="-8.16 / -9.97" spin_multiplicity=3
Pt 0.093 0.063 -0.865
P -2.584 0.250 -0.352
P 2.732 0.577 -0.334
O -0.320 -6.553 -0.502
O -0.547 2.563 -0.971
N -0.339 4.667 -1.799
N -0.912 4.320 0.417
N 1.236 0.638 1.938
N 0.467 -4.172 -1.712
N 0.402 -1.727 -1.999
N -1.051 0.843 1.866
C -0.493 -5.061 -2.397
C 4.156 -0.569 -0.741
C 0.812 1.251 3.128
C -3.059 -2.273 -1.440
C -5.203 1.407 0.149
C 1.525 1.713 4.220
C 0.505 -5.647 0.213
C -2.421 0.884 1.403
C 3.256 2.370 -0.539
C 0.444 -2.878 -1.856
C -0.560 2.467 5.204
C -3.127 -1.552 -0.082
C -0.595 1.388 3.077
C -2.129 -2.212 0.884
C -1.288 1.995 4.111
C -1.231 -5.880 -1.356
C 3.581 -1.988 -0.586
C 2.604 0.387 1.527
C -4.676 0.585 -2.176
C -4.106 1.236 -0.908
C 4.741 2.661 -0.338
C -3.607 2.634 -1.296
C -4.519 -1.758 0.514
C 4.523 -0.365 -2.217
C 2.469 3.190 0.483
C -0.587 3.787 -0.792
C 1.359 -4.837 -0.742
C 2.844 2.772 -1.968
C 0.822 2.327 5.258
C 5.389 -0.436 0.156
B 0.085 0.397 1.127
H 5.368 2.186 -1.094
H 2.627 -2.078 -1.110
H -3.176 3.174 -0.449
H 2.532 4.249 0.212
H -2.368 2.099 4.077
H 1.424 2.897 0.504
H -0.268 4.284 -2.725
H -4.646 -1.230 1.463
H -5.313 -1.455 -0.168
H 5.949 0.475 -0.041
H 2.031 -5.499 -1.287
H 5.089 2.360 0.653
H -5.368 1.282 -2.657
H -3.881 -1.985 -2.095
H -2.793 1.912 1.419
H -1.834 -6.641 -1.845
H 0.065 -5.724 -3.058
H -1.098 -2.096 0.555
H 5.133 -0.463 1.219
H -4.656 -2.826 0.714
H -1.888 -5.229 -0.769
H -2.126 -2.060 -1.961
H 3.435 -2.259 0.464
H 2.912 -0.624 1.793
H 3.407 2.211 -2.719
H -0.929 3.696 1.210
H 4.891 3.743 -0.426
H -4.455 3.220 -1.666
H -5.986 2.044 -0.278
H 5.235 -1.137 -2.526
H 1.782 2.590 -2.134
H 1.138 -6.238 0.870
H -3.074 0.300 2.057
H -0.564 5.643 -1.719
H -1.081 2.940 6.029
H -3.130 -3.357 -1.283
H -0.816 5.304 0.599
H 4.991 0.604 -2.396
H -5.233 -0.329 -1.961
H -4.837 1.907 1.049
H 3.045 3.838 -2.125
H 2.603 1.602 4.274
H 1.363 2.696 6.121
H 6.058 -1.281 -0.040
H -2.207 -1.803 1.896
H 4.279 -2.711 -1.021
H -2.361 -3.282 0.943
H -2.859 2.576 -2.090
H 1.943 -4.089 -0.211
H -0.109 -4.972 0.819
H -5.670 0.472 0.442
H -3.886 0.350 -2.897
H 3.639 -0.444 -2.859
H 2.874 3.081 1.492
H 3.292 1.076 2.018
H -1.183 -4.464 -2.988

---

(3)
111
Properties=species:S:1:pos:R:3 method="wB97M-V/def2-TZVPD" homo_lumo_gap_ev=10.63 lumo_energy_ev=0.107 homo_energy_ev=-10.52 smiles="CCOC(=O)OC.CCOC(=O)OC.CCOC(=O)OC.CCOC(=O)OC.CCOC(=O)OC.O=C1OCCO1.O=C1OCCO1.ClCCCl.ClCCCl"
Cl -1.556 3.089 -4.289
Cl -4.828 1.121 2.613
Cl 2.431 1.742 -3.539
Cl -4.294 -1.328 0.276
O -1.741 -6.282 -1.285
O -2.531 -1.104 -5.028
O -3.316 -2.967 -4.011
O -0.138 -0.102 -1.126
O -1.412 3.447 3.254
O 4.653 1.065 2.424
O -0.379 5.447 3.562
O 4.694 0.044 4.416
O 1.783 5.783 -1.988
O 4.333 -3.105 3.865
O -4.467 -1.033 -4.113
O 2.738 0.645 3.526
O 0.376 4.883 -0.651
O -0.212 -0.383 1.107
O -0.424 6.074 -2.391
O -2.877 -7.821 -2.465
O -0.835 -2.013 -0.144
O 0.579 3.735 2.471
O -2.604 -8.057 -0.241
O 2.790 -4.228 2.671
O 3.471 -2.140 2.136
C 4.077 0.591 3.347
C -1.255 -1.706 -5.205
C -4.312 -1.469 2.059
C 3.750 -0.300 5.414
C -2.455 -7.433 -1.433
C 0.209 3.001 -4.329
C 2.186 6.600 -3.107
C 3.644 -1.306 -0.099
C -1.302 -6.136 0.063
C -1.953 -7.334 0.787
C -0.934 4.561 -0.208
C 2.847 -2.186 0.838
C 0.240 -3.301 -1.871
C 3.464 -3.252 2.862
C 2.394 0.006 4.758
C -2.552 3.915 3.959
C 0.515 0.852 1.279
C -0.415 4.325 3.126
C 2.727 3.773 1.406
C -3.425 -1.813 -4.352
C -5.615 -1.612 -3.489
C 0.484 5.631 -1.744
C -0.404 -0.765 -0.155
C 0.673 1.995 -3.306
C 1.868 4.370 2.484
C -6.578 -2.147 -4.530
C -3.710 -0.255 2.703
C 3.383 5.943 -3.768
C 4.371 -4.166 4.796
C -1.046 -2.717 -1.366
H 0.747 -3.923 -1.126
H 3.815 -0.332 0.357
H -1.218 -7.963 1.288
H -1.340 -2.723 -5.595
H 3.803 -1.353 5.677
H -0.215 -6.212 0.095
H -3.446 3.493 3.503
H 0.129 1.057 -3.366
H 0.534 2.334 -2.281
H -5.305 -2.398 -2.802
H 3.055 -1.148 -1.004
H -3.561 -0.497 3.758
H 0.263 1.306 2.226
H -1.843 -3.440 -1.223
H -2.647 -6.994 1.556
H 3.440 -4.255 5.355
H -3.732 -2.368 2.261
H -2.745 0.014 2.284
H 3.210 4.906 -4.040
H 3.934 0.324 6.286
H 2.376 4.062 0.416
H -0.752 -1.792 -4.241
H 4.594 -1.770 -0.356
H -6.646 -1.497 -5.399
H 3.614 6.521 -4.668
H -6.064 -0.803 -2.915
H 0.127 -3.837 -2.811
H 2.775 2.684 1.452
H 1.747 0.643 5.360
H -0.838 3.627 0.334
H -1.419 -2.042 -2.142
H 5.263 -4.051 5.401
H 3.758 4.104 1.531
H -1.601 4.366 -1.053
H -0.708 -1.090 -5.907
H -6.218 -3.123 -4.866
H 2.470 7.562 -2.682
H -1.405 5.360 0.364
H 1.340 6.699 -3.784
H -2.622 4.998 3.917
H 0.572 2.716 -5.314
H -5.327 -1.646 2.402
H -2.590 3.593 5.002
H 2.317 4.183 3.465
H 1.759 5.446 2.366
H 0.989 -2.520 -2.050
H 0.658 3.974 -4.133
H 1.827 -0.893 4.509
H 1.569 0.583 1.227
H -1.619 -5.170 0.446
H 4.256 6.053 -3.125
H -7.569 -2.309 -4.108
H 4.490 -5.133 4.288
H 0.290 1.527 0.457
H 2.772 -3.218 0.500
H 1.830 -1.810 0.940

---

(4)
100
Properties=species:S:1:pos:R:3 method="wB97M-V/def2-TZVPD" homo_lumo_gap_ev=9.05 lumo_energy_ev=0.110 homo_energy_ev=-8.94
O 6.928 -17.533 -1.294
O 8.687 -17.553 1.743
O 6.141 -24.087 2.829
O 11.421 -19.554 -1.736
O 8.023 -13.474 3.994
O 8.109 -13.088 -2.868
N 8.421 -20.637 7.497
N 11.852 -16.713 0.652
N 11.370 -17.747 -3.061
N 6.296 -20.597 0.781
N 10.762 -21.286 3.699
N 5.050 -17.239 -0.087
N 13.322 -19.186 5.512
N 13.063 -23.800 1.016
C 7.288 -14.156 4.681
C 7.156 -20.469 0.033
C 9.913 -17.707 -3.019
C 6.435 -13.509 5.727
C 7.708 -14.073 -3.434
C 6.199 -21.719 2.972
C 11.409 -15.775 1.144
C 5.515 -23.067 2.980
C 12.404 -22.930 0.663
C 5.714 -17.684 -1.154
C 11.743 -21.795 4.013
C 8.390 -19.273 5.272
C 8.390 -20.002 6.543
C 12.773 -18.851 4.561
C 9.167 -18.180 -0.518
C 12.022 -18.680 -2.353
C 6.923 -13.951 -4.730
C 12.050 -18.362 3.378
C 8.953 -19.876 1.385
C 3.602 -17.046 -0.150
C 12.069 -16.770 -3.880
C 7.304 -15.660 4.577
C 4.008 -23.118 3.215
C 7.881 -15.474 -2.875
C 13.018 -22.459 4.351
C 11.648 -21.739 0.253
C 10.834 -14.600 1.751
C 5.695 -16.762 1.113
C 8.969 -18.428 0.957
C 8.227 -20.318 -0.944
H 11.727 -15.759 -3.665
H 3.215 -17.364 -1.116
H 3.706 -24.132 2.952
H 9.369 -18.793 5.294
H 9.952 -20.297 1.511
H 11.530 -14.266 2.524
H 8.310 -16.116 -3.646
H 6.465 -12.971 -4.794
H 11.871 -16.984 -4.934
H 8.207 -19.993 4.480
H 7.629 -14.171 -5.535
H 7.950 -15.950 5.411
H 5.164 -17.108 1.998
H 11.803 -17.318 3.542
H 6.919 -15.919 -2.616
H 5.696 -20.943 3.548
H 8.490 -15.415 -1.977
H 3.503 -22.424 2.547
H 9.538 -18.156 -2.109
H 5.099 -18.070 -1.976
H 6.285 -14.234 6.527
H 8.659 -21.306 -1.115
H 10.714 -13.799 1.024
H 12.942 -22.587 5.430
H 9.577 -16.673 -3.076
H 7.623 -18.506 5.185
H 13.117 -18.607 -2.350
H 3.415 -15.973 -0.089
H 9.189 -17.097 -0.636
H 10.832 -21.519 0.940
H 6.204 -14.770 -4.796
H 13.031 -23.373 3.757
H 5.721 -15.668 1.180
H 8.357 -20.542 0.762
H 12.281 -20.856 0.239
H 9.490 -18.249 -3.866
H 11.204 -21.872 -0.729
H 3.846 -23.014 4.288
H 12.758 -18.533 2.567
H 6.843 -12.550 6.030
H 7.775 -20.033 -1.894
H 11.153 -18.948 3.201
H 7.759 -16.005 3.652
H 6.751 -17.005 1.214
H 7.152 -21.928 3.468
H 13.877 -21.867 4.054
H 6.285 -16.033 4.684
H 3.096 -17.612 0.630
H 8.606 -19.929 2.417
H 10.074 -18.596 -0.961
H 6.430 -21.399 1.957
H 8.363 -18.589 -1.137
H 5.471 -13.280 5.263
H 8.993 -19.598 -0.681
H 9.888 -14.839 2.235
H 13.138 -16.901 -3.720

---

(5)
96
Properties=species:S:1:pos:R:3 method="wB97M-V/def2-TZVPD" homo_lumo_gap_ev=7.35 lumo_energy_ev=-3.547 total_charge=+1 homo_energy_ev=-10.90
I 2.186 -1.736 4.353
Br 3.383 0.780 -4.262
Br 0.787 -1.045 -3.095
O -2.175 4.321 4.280
O 0.620 -4.713 -1.971
O 2.715 3.335 -5.391
O -0.003 -0.521 6.329
O -4.268 -3.207 -1.060
N 5.367 -0.332 -1.516
C 3.042 4.727 -5.507
C 3.298 -2.387 2.661
C 3.681 -0.062 1.688
C -5.748 -1.418 -1.495
C -5.592 -3.746 -1.124
C 0.204 -5.916 -2.634
C 1.333 3.132 -5.720
C -1.402 -0.816 6.352
C 5.599 0.134 -0.138
C -6.539 -2.577 -0.892
C -3.359 6.245 3.591
C -1.680 -5.037 -1.504
C 2.547 -1.846 -3.073
C 3.260 0.233 -0.842
C 3.703 -0.823 -3.227
C -4.302 5.344 4.386
C 4.332 -1.358 2.213
C -0.440 -4.246 -1.124
C 1.873 5.375 -6.232
C -1.152 1.427 5.640
C -2.117 0.527 6.409
C 0.195 0.877 6.086
C -1.068 -6.370 -1.933
C 4.196 0.546 0.357
C -4.325 -1.780 -1.091
C -3.570 4.010 4.328
C 4.141 -0.326 -1.898
C 2.631 -3.010 -4.070
C -1.998 5.716 4.021
C 0.701 4.516 -5.762
H -5.687 -4.531 -0.373
H 2.584 -2.599 1.866
H 2.614 -0.259 1.564
H -0.562 -3.172 -1.273
H -2.390 -5.116 -0.686
H 1.270 2.636 -6.694
H -0.156 -4.424 -0.081
H 3.591 -3.026 -4.585
H 6.119 -0.654 -2.116
H 0.386 4.820 -4.762
H -1.282 1.289 4.564
H -3.758 3.378 5.198
H 3.171 5.146 -4.504
H 3.742 0.707 2.456
H -4.375 5.692 5.419
H -1.665 -1.368 5.443
H -6.053 -0.440 -1.125
H 2.619 -2.246 -2.062
H 0.976 0.996 5.333
H -4.085 -1.390 -0.096
H -7.513 -2.729 -1.354
H -1.655 6.208 4.937
H 6.307 0.962 -0.153
H -3.574 -1.415 -1.795
H 3.986 4.819 -6.045
H -3.506 6.093 2.519
H 2.813 1.144 -1.252
H 4.967 -1.121 3.067
H 2.489 -3.949 -3.541
H -3.116 0.486 5.978
H -0.164 4.559 -6.421
H 4.952 -1.850 1.461
H -0.822 -6.975 -1.057
H -2.205 0.866 7.443
H -2.191 -4.563 -2.342
H 1.765 6.431 -5.988
H -1.610 -1.451 7.213
H 0.886 2.478 -4.969
H 2.422 -0.431 -0.627
H -1.268 2.488 5.854
H 0.016 -5.693 -3.690
H 4.220 1.628 0.467
H -5.847 -1.419 -2.582
H 3.778 -3.323 2.932
H 1.012 -6.645 -2.573
H 1.845 -2.939 -4.818
H -1.714 -6.958 -2.582
H 0.532 1.352 7.012
H -3.842 3.448 3.428
H -5.307 5.289 3.973
H 6.080 -0.675 0.407
H -3.484 7.305 3.805
H -1.228 5.835 3.257
H 1.998 5.285 -7.312
H -5.748 -4.192 -2.112
H 4.521 -1.335 -3.730
H -6.690 -2.416 0.177

---

Computed DFT total energy (eV) in order:
-72663.4572; -67552.2591; -125107.3084; -56213.8420; -191939.8541